[1]
A 2-piece molecular cluster, C2H8S2 overall in a non-equilibrium geometry. Source: the OMol25 dataset; level of theory: the ωB97M-V functional and the def2-TZVPD basis.

Positions of all 12 atoms, in Å:
S 3.63163 -0.50986 2.77024
S 4.48619 -1.00963 0.85851
H 2.29646 -0.40180 2.56773
H 4.18591 -2.29270 0.79246
C -1.14759 0.74472 -0.57751
C -2.47761 0.31179 -1.16168
H -1.32263 1.55425 0.13338
H -0.45112 1.16095 -1.30516
H -0.67698 -0.09796 -0.07890
H -3.10746 -0.07927 -0.36345
H -3.03670 1.07533 -1.70288
H -2.38009 -0.45583 -1.93274

Values from the calculation:
<S²>: 0.75
Spin multiplicity: 2
Relative energy (zero: lowest compared OMol25 entry of this formula, charge and spin), kJ/mol: 26.08
Net charge: -1
Frontier orbital gap (alpha / beta), eV: 3.05 / 7.15
DFT total energy, hartree: -877.34223


[2]
A 2-piece molecular cluster, C5H15N2O2 overall in a non-equilibrium geometry. Source: the OMol25 dataset; level of theory: the ωB97M-V functional and the def2-TZVPD basis.

Positions of all 24 atoms, in Å:
C -2.14219 0.26639 1.01555
O -1.32402 1.38757 0.79009
C -1.08099 -0.91906 1.14608
C -0.53226 -1.59869 -0.15976
C -0.58100 -0.69186 -1.46274
N 0.93484 1.60485 -0.28021
C 1.47340 0.89846 -1.27387
N 0.78334 -0.21280 -1.74428
H -2.88934 0.15253 0.19409
H -2.73388 0.33079 1.87354
H -1.55107 2.18404 1.28669
H -1.38875 -1.64263 1.91208
H -0.12559 -0.72812 1.69868
H 0.49711 -1.88126 0.00501
H -0.95369 -2.62223 -0.32472
H -0.81048 -1.43003 -2.28317
H -1.43692 0.16008 -1.45778
H -0.01960 1.14074 0.05239
H 1.16195 2.44567 0.16495
H 2.30392 1.32309 -1.90782
H 1.14352 -0.72648 -2.62960
H 3.31464 0.91422 0.96067
H 3.25436 -0.53419 1.31068
O 2.70271 0.17893 1.11343

Values from the calculation:
Relative energy (zero: lowest compared OMol25 entry of this formula, charge and spin), kJ/mol: 313.61
Net charge: +1
Frontier orbital gap, eV: 10.97
DFT total energy, hartree: -459.19832


[3]
C34H58MgN2O2P2 as an isolated structure. Source: the OMol25 dataset; level of theory: the ωB97M-V functional and the def2-TZVPD basis.

Positions of all 99 atoms, in Å:
Mg 0.60402 -0.01614 0.53794
C -2.66496 2.17021 3.66547
C -1.31300 1.62663 3.20613
C -1.30663 0.10227 3.39490
P -0.80752 1.99330 1.44711
C -0.47612 3.81381 1.26515
C -0.45940 4.63558 2.55448
C 0.86465 3.96123 0.52648
C -2.34907 1.69862 0.52761
C -3.42707 2.59187 0.50994
C -4.59030 2.36471 -0.20361
C -5.73862 3.34444 -0.20749
C -4.64049 1.17538 -0.93175
C -3.59567 0.27026 -0.94562
C -2.40427 0.49162 -0.21201
N -1.29612 -0.35065 -0.27283
C -1.38291 -1.48433 -1.11147
C -2.26602 -2.54540 -0.92245
C -2.31378 -3.60066 -1.82389
C -1.48528 -3.63576 -2.94234
C -1.55314 -4.77027 -3.93201
C -0.58286 -2.58991 -3.11220
C -0.50258 -1.53693 -2.20542
P 0.70393 -0.16376 -2.22116
C 1.94039 -0.59478 -3.51953
C 2.64114 -1.90984 -3.13461
C 1.50764 -0.59049 -5.00298
C -0.24288 1.31704 -2.83006
C -1.41473 1.07647 -3.77673
C 0.73446 2.37354 -3.35546
H -2.84654 1.85448 4.69783
H -3.47460 1.77020 3.05024
H -2.72720 3.25756 3.64125
H -0.52072 2.04798 3.82723
H -2.07645 -0.36256 2.77046
H -1.52745 -0.14264 4.43676
H -0.33551 -0.33333 3.14732
H -1.25988 4.19161 0.60914
H 0.19212 4.19036 3.31291
H -1.45018 4.75217 2.98774
H -0.07409 5.63786 2.34364
H 1.69352 3.58260 1.13230
H 1.06071 5.01272 0.29370
H 0.86821 3.39967 -0.41264
H -3.34791 3.51341 1.08334
H -5.52156 4.20183 0.43112
H -6.66154 2.88745 0.15690
H -5.94141 3.72335 -1.21239
H -5.52822 0.95188 -1.51931
H -3.69136 -0.62015 -1.55352
H -2.93273 -2.52455 -0.06735
H -3.01898 -4.41107 -1.65916
H -2.54890 -5.21570 -3.95350
H -0.84371 -5.56455 -3.68443
H -1.31852 -4.42528 -4.94014
H 0.06292 -2.60239 -3.98558
H 2.67763 0.19745 -3.37880
H 2.05503 -2.77675 -3.44134
H 2.79144 -1.98809 -2.06108
H 3.61664 -1.97459 -3.62671
H 1.71046 -1.56343 -5.46168
H 2.06224 0.15554 -5.57562
H 0.44812 -0.38433 -5.14772
H -0.67392 1.68967 -1.89492
H -1.11303 0.64486 -4.73418
H -1.90941 2.02967 -3.98986
H -2.15312 0.41325 -3.32576
H 1.24338 2.03993 -4.26616
H 1.50256 2.62026 -2.61520
H 0.19844 3.29405 -3.59895
C 3.93952 -2.66171 0.62871
N 2.81014 -3.44135 1.12316
C 3.11148 -4.70545 1.79406
C 1.55056 -2.99116 1.01281
C 0.45292 -3.80912 1.63577
O 1.26404 -1.94754 0.40865
H 4.45850 -3.20281 -0.16398
H 4.63848 -2.46959 1.44074
H 3.57931 -1.71325 0.25177
H 4.19145 -4.81627 1.83572
H 2.70464 -5.56280 1.25602
H 2.73290 -4.71870 2.81588
H 0.48175 -4.84568 1.29785
H -0.49741 -3.36408 1.35558
H 0.55158 -3.80309 2.72519
C 2.41484 1.81819 3.69092
C 2.77883 0.60598 2.81955
C 2.91936 -0.60285 3.75261
C 4.12030 0.89612 2.13451
O 1.79403 0.38156 1.87711
H 3.25648 2.13701 4.31796
H 1.57121 1.58009 4.34858
H 2.12885 2.65525 3.04605
H 3.65525 -0.42679 4.54547
H 3.22012 -1.49069 3.19244
H 1.95006 -0.80676 4.22081
H 4.95913 0.87861 2.83953
H 4.09132 1.88332 1.65863
H 4.30109 0.15511 1.35040

Values from the calculation:
Relative energy (zero: lowest compared OMol25 entry of this formula, charge and spin), kJ/mol: 0.00
Frontier orbital gap, eV: 6.91
DFT total energy, hartree: -2473.26754


[4]
A 2-piece molecular cluster, C5H10N4O2 overall in a non-equilibrium geometry. Source: the OMol25 dataset; level of theory: the ωB97M-V functional and the def2-TZVPD basis.

Positions of all 21 atoms, in Å:
C -1.84298 -0.34237 -0.12847
C 0.48285 -0.28607 -0.01933
C 0.91150 -2.57491 -0.90183
C -0.75532 1.64469 -0.80840
C -0.65106 1.11307 1.64038
N 2.07216 -1.76636 2.79123
N 1.61498 -1.31150 1.91244
N 0.12030 -1.42278 -0.47953
N -0.70922 0.58297 0.24627
O -2.94188 -0.02811 0.07579
O -1.29736 -1.48571 -0.56704
H 1.50081 0.10122 0.18180
H 1.22892 -3.20297 -0.12321
H 0.29538 -3.28956 -1.65006
H 1.78538 -2.22632 -1.45305
H -0.61159 1.10796 -1.70606
H -1.69337 2.12531 -0.56622
H -0.00203 2.38801 -0.64819
H 0.18860 1.80087 1.70414
H -1.51947 1.72659 1.82849
H -0.62962 0.39497 2.44826

Values from the calculation:
Relative energy (zero: lowest compared OMol25 entry of this formula, charge and spin), kJ/mol: 602.28
Net charge: +2
Frontier orbital gap, eV: 11.23
DFT total energy, hartree: -565.24273


[5]
A 3-piece molecular cluster, C13H30NO3P overall. Source: the OMol25 dataset; level of theory: the ωB97M-V functional and the def2-TZVPD basis.

Positions of all 48 atoms, in Å:
C 0.49514 5.38025 -1.38894
C -0.42664 4.93041 -2.53906
C -0.62123 3.40890 -2.58212
C 0.51733 2.69222 -3.32949
N 0.79264 1.31989 -2.94134
P 1.70650 1.03936 -1.42731
C 0.26946 0.68326 -0.33877
C 2.91314 0.91899 0.10054
C 4.35728 0.82288 -0.29231
O 4.76011 0.31096 -1.32054
H 0.53226 4.62505 -0.60286
H 1.51574 5.55945 -1.72564
H 0.13275 6.29876 -0.93030
H -1.39997 5.39881 -2.38598
H -0.03296 5.28504 -3.49298
H -1.56436 3.17653 -3.08206
H -0.72099 3.05415 -1.55592
H 0.25357 2.69533 -4.39126
H 1.42988 3.28814 -3.26029
H -0.03982 0.75112 -3.01215
H 2.25770 2.33157 -1.60436
H 2.33953 -0.07022 -2.00624
H 0.03921 1.59266 0.21881
H 0.47799 -0.10225 0.38266
H -0.63393 0.41383 -0.87600
H 2.68853 0.06475 0.74372
H 2.79531 1.82333 0.70842
H 5.09817 1.25192 0.41474
C -2.96993 -0.04379 3.81921
C -2.03936 -0.45712 2.70387
O -1.98695 0.16082 1.66533
C -1.18434 -1.67385 2.94736
H -3.52798 0.84059 3.52093
H -3.66761 -0.85262 4.04099
H -2.39680 0.17847 4.72068
H -1.81156 -2.54347 3.13146
H -0.54316 -1.50613 3.81579
H -0.56776 -1.86969 2.07537
C -2.04394 -6.75981 1.11457
C -1.13597 -5.55774 1.20043
O -1.54299 -4.48080 1.56898
C 0.30494 -5.76309 0.80251
H -3.04804 -6.48169 1.42501
H -2.07402 -7.13223 0.08960
H -1.67327 -7.55528 1.76280
H 0.36228 -6.09861 -0.23395
H 0.76392 -6.52088 1.43925
H 0.85019 -4.82821 0.90685

Values from the calculation:
Frontier orbital gap, eV: 8.82
SMILES: CCCCN[PH2](C)CC=O.CC(C)=O.CC(C)=O
DFT total energy, hartree: -1135.06797